Molecular formula: C4H8NO3
Method: DFT, ωB97M-V/def2-TZVPD

```
16
C4H8NO3 ωB97M-V/def2-TZVPD
N -1.7807 1.2402 0.1733
H -2.4396 1.4218 -0.5516
H 1.3245 -1.7659 -2.5541
H 0.7481 1.4221 1.0300
C 0.4118 -2.0920 -0.5612
C 1.4511 -2.3933 -1.6622
H -1.5214 0.2594 0.2115
H 1.4562 -3.4294 -1.9866
H 2.3875 -2.0838 -1.2087
H -0.2000 1.0151 2.3332
H 0.4345 2.7101 2.2106
O -0.6094 -1.4562 -0.8830
C -1.1271 2.2733 0.7222
C -0.0099 1.8805 1.6827
O -1.2833 3.4484 0.4419
O 0.7575 -2.4505 0.6019
```

Summary:
Relative energy (zero: lowest compared OMol25 entry of this formula, charge and spin) ... 11.1 kcal/mol
HOMO energy ... -0.1597 hartree
LUMO level ... 3.7884 eV
Net charge ... -1

Partial charges, Mulliken, in e:
1. N -0.337
2. H 0.201
3. H 0.266
4. H 0.240
5. C 0.596
6. C -0.878
7. H 0.241
8. H 0.230
9. H 0.270
10. H 0.321
11. H 0.302
12. O -0.732
13. C 0.627
14. C -0.939
15. O -0.664
16. O -0.745